Density functional theory data (ωB97M-V with the def2-TZVPD basis set) for a structure of composition C33H27AuN7O3Se.

Structure (XYZ):
```
72
Properties=species:S:1:pos:R:3:lowdin_spin:R:1
Au -0.662 -0.988 -1.889 0.5369
O 1.424 -0.855 -2.119 0.1251
C 2.168 0.207 -1.903 0.0102
C 3.549 -0.029 -1.701 0.0071
C 4.458 0.986 -1.535 0.0010
C 4.036 2.315 -1.564 -0.0004
C 2.699 2.576 -1.735 -0.0005
C 1.736 1.560 -1.879 0.0002
C 0.337 1.949 -1.956 0.0025
N -0.724 1.159 -2.038 0.0679
C -1.853 1.942 -2.012 0.0052
C -1.480 3.242 -1.924 0.0022
N -0.105 3.232 -1.883 0.0027
H 3.879 -1.059 -1.700 0.0004
H 5.504 0.747 -1.388 0.0003
H 4.745 3.123 -1.450 0.0000
H 2.389 3.613 -1.769 0.0000
H -2.835 1.507 -2.081 0.0003
H -2.053 4.151 -1.894 0.0005
H 0.471 4.052 -1.848 0.0005
C -0.873 5.316 2.483 0.0012
O -1.176 4.755 3.752 0.0271
C -2.070 3.762 3.816 0.0432
C -2.263 3.187 5.080 -0.0040
C -3.120 2.128 5.236 0.0326
C -3.783 1.592 4.122 0.0162
C -3.654 2.223 2.875 0.0428
C -2.811 3.300 2.721 -0.0010
N -4.565 0.468 4.309 0.1801
N -4.924 -0.280 3.395 0.1410
C -4.334 -0.631 2.245 0.1534
C -5.162 -0.977 1.151 0.0050
C -4.653 -1.175 -0.095 0.0864
C -3.253 -1.088 -0.360 0.0642
O -2.822 -1.182 -1.537 0.2127
C -2.367 -0.911 0.802 0.0296
N -1.047 -0.972 0.587 0.0016
C -0.205 -0.888 1.591 0.0102
C -0.634 -0.770 2.916 -0.0010
C -1.984 -0.692 3.160 0.0129
C -2.893 -0.725 2.092 0.0198
H -0.032 5.984 2.642 -0.0001
H -1.717 5.890 2.093 0.0004
H -0.591 4.539 1.768 0.0003
H -1.719 3.601 5.917 -0.0010
H -3.267 1.666 6.204 0.0007
H -4.251 1.884 2.038 0.0021
H -2.744 3.787 1.759 -0.0013
H -6.233 -0.993 1.313 -0.0009
H -5.307 -1.375 -0.933 0.0030
H 0.848 -0.933 1.329 0.0003
H 0.083 -0.743 3.725 -0.0004
H -2.348 -0.630 4.176 0.0009
C 1.396 -3.484 -4.405 0.0006
N 1.830 -3.738 -3.049 0.0139
C 1.042 -3.772 -1.966 0.0139
Se -0.802 -3.561 -1.911 0.1099
N 1.824 -3.965 -0.888 0.0103
C 3.156 -4.014 -1.268 0.0014
C 4.340 -4.100 -0.551 0.0012
C 5.516 -4.043 -1.278 0.0026
C 5.515 -3.925 -2.670 0.0022
C 4.333 -3.840 -3.386 0.0017
C 3.154 -3.872 -2.656 0.0009
H 0.310 -3.480 -4.427 0.0004
H 1.768 -4.267 -5.065 0.0002
H 1.765 -2.513 -4.734 0.0003
H 1.451 -4.063 0.040 0.0000
H 4.347 -4.201 0.526 0.0000
H 6.462 -4.081 -0.754 0.0001
H 6.457 -3.892 -3.199 0.0001
H 4.325 -3.735 -4.462 0.0001
```

Calculated values
<S²>: 2.080
Multiplicity: 3
Charge: +1
E_tot in Ha: -4419.622825
Energy above the lowest of the compared OMol25 structures with the same formula, charge and spin in kJ/mol: 0.0